278
Properties=species:S:1:pos:R:3:forces:R:3 method="wB97M-V/def2-TZVPD" relative_energy_kj_mol=29.0 total_energy_ev=-289000.5127 homo_lumo_gap_ev=9.5 fmax_ev_per_a=2.51 lumo_ev=0.445
Cl 6.053181 -2.375734 -1.872050 -0.312 -0.464 -0.593
C 7.288225 -1.555305 -0.929781 0.115 -0.181 1.065
C 6.581340 -1.053222 0.298552 -0.220 -0.145 -0.140
Cl 7.765777 -0.551033 1.528325 0.074 0.269 0.128
H 7.674624 -0.731409 -1.478935 0.571 0.380 -0.665
H 8.070047 -2.246074 -0.614837 -0.051 0.025 -0.506
H 6.053440 -1.911715 0.701074 -0.397 0.311 0.324
H 5.942888 -0.200525 0.029275 0.084 -0.501 0.524
Cl -5.195345 -0.943782 -2.382343 -0.039 -0.068 0.391
C -6.242380 0.291567 -1.593626 0.411 0.318 -0.195
C -6.711435 -0.038534 -0.198214 -0.893 0.144 -0.287
Cl -7.662885 -1.548773 0.039270 0.303 0.313 -0.297
H -7.019074 0.491465 -2.344380 0.092 0.035 0.567
H -5.593433 1.180326 -1.438839 -0.484 -0.489 -0.426
H -7.327776 0.788353 0.160208 -0.080 -0.120 -0.192
H -5.887509 -0.046634 0.470966 0.759 -0.376 0.583
Cl 6.441383 2.247093 -0.239020 -0.502 0.027 -0.188
C 7.747433 3.220722 0.408773 0.556 0.963 0.428
C 7.640430 3.429184 1.906879 -0.492 -1.285 0.496
Cl 8.829617 4.645962 2.396769 0.127 0.029 0.130
H 7.767387 4.215205 -0.038317 -0.252 -0.238 -0.389
H 8.678579 2.717098 0.176421 0.112 -0.044 -0.037
H 7.843356 2.469842 2.410918 0.199 0.469 -0.044
H 6.650952 3.726426 2.269102 0.175 0.265 -0.467
Cl 0.029711 3.855284 -3.039809 0.198 -0.098 0.102
C -1.697673 3.887712 -3.371574 -1.847 1.684 -0.268
C -2.216724 2.508616 -3.705948 0.470 -0.715 0.754
Cl -3.996231 2.286045 -3.537126 0.444 0.467 -0.027
H -1.903272 4.643917 -4.162515 0.452 -0.820 0.059
H -2.271476 4.348797 -2.550726 0.599 -0.582 0.297
H -1.745977 1.782160 -3.007450 -0.384 0.347 -0.600
H -1.975943 2.272050 -4.727877 0.110 -0.335 -0.263
Cl 2.182377 0.045236 6.520584 -0.258 -0.111 0.030
C 0.609154 0.336582 5.694558 0.210 0.504 -0.377
C -0.133702 1.497442 6.336940 -1.118 -0.541 -0.780
Cl 0.564331 3.119803 6.166198 0.298 0.003 -0.237
H -0.027496 -0.560892 5.819708 0.524 0.528 -0.271
H 0.884507 0.540723 4.638740 -0.332 -0.346 0.648
H -0.236396 1.324832 7.389066 -0.173 -0.110 0.529
H -1.154491 1.526833 5.870199 0.861 0.053 0.495
Cl 2.921823 3.582976 -0.641238 -0.530 0.574 -0.059
C 2.346018 5.305636 -0.647140 -0.103 -0.208 -0.044
C 3.524266 6.225371 -0.528078 0.162 0.647 0.114
Cl 4.382239 6.173876 1.060583 -0.214 -0.224 -0.320
H 1.590680 5.442011 0.136328 0.335 -0.193 -0.110
H 1.886188 5.536674 -1.622864 0.093 -0.419 0.329
H 3.163817 7.276645 -0.603604 0.429 -0.755 -0.286
H 4.247101 5.931762 -1.307534 -0.184 0.557 0.381
C 3.223428 0.333225 -1.622378 -0.131 -0.850 -1.218
O 2.219296 0.285253 -0.675828 -1.725 0.358 0.963
C 0.859942 0.118924 -1.131443 0.625 0.423 0.716
C -0.030604 -0.199637 0.085550 0.790 -0.254 -1.408
O -1.237440 -0.689557 -0.469997 0.065 0.502 -0.153
C -2.113036 -1.182606 0.506623 -0.453 1.003 0.803
C -3.011591 -0.130436 1.187039 0.175 -0.307 0.218
O -2.378799 0.866005 1.948582 1.338 -0.415 0.977
C -1.637564 0.323010 3.101213 -1.164 0.713 -1.680
H 3.056796 1.051389 -2.443168 0.044 0.083 0.372
H 3.337286 -0.662369 -2.076440 0.120 0.131 -0.187
H 4.138682 0.522490 -1.090715 0.460 0.423 0.108
H 0.792238 -0.706672 -1.819421 0.102 -0.313 -0.327
H 0.485512 1.034553 -1.625900 0.283 -0.194 0.052
H -0.193010 0.712216 0.633871 -0.090 0.271 0.620
H 0.448403 -0.988695 0.685753 -0.023 0.286 0.157
H -1.486700 -1.609997 1.296533 -0.402 -0.934 -0.089
H -2.829661 -1.821681 -0.013354 0.335 -0.507 0.315
H -3.669997 -0.665421 1.911586 -0.198 0.012 -0.857
H -3.536580 0.416679 0.403766 -0.433 -0.140 0.094
H -1.444886 1.216702 3.665609 0.347 0.066 0.539
H -0.735425 -0.191965 2.795681 0.339 0.021 -0.010
H -2.262200 -0.384359 3.640903 -0.216 -0.067 0.233
C 1.797247 -3.104271 -2.778087 -0.690 0.060 0.236
O 2.570408 -3.743562 -1.803259 0.134 -0.807 0.621
C 2.381557 -3.194252 -0.525454 0.038 0.931 0.871
C 2.980758 -4.040527 0.562059 -0.346 -1.679 -1.677
O 2.160216 -5.222847 0.698197 -0.254 1.505 -0.418
C 2.916254 -6.206852 1.259023 1.519 -1.174 -0.634
C 2.085958 -7.383204 1.598598 0.339 -1.040 0.088
O 1.062466 -7.144691 2.515227 0.275 -0.160 0.568
C -0.150280 -6.771938 1.924190 -0.273 -0.006 0.055
H 1.523599 -3.816585 -3.570605 0.438 0.410 0.094
H 2.292997 -2.194069 -3.122260 0.036 -0.131 -0.490
H 0.871995 -2.782126 -2.297970 -0.349 0.017 -0.231
H 1.329850 -3.005930 -0.237182 -0.056 -0.346 -0.523
H 2.832150 -2.202523 -0.467890 0.259 0.282 -0.022
H 2.993490 -3.572010 1.528650 0.327 0.548 0.199
H 3.944911 -4.440535 0.196040 0.083 0.685 0.408
H 3.502478 -5.861327 2.127614 -0.286 0.058 0.056
H 3.688358 -6.625953 0.520201 -0.599 0.642 0.651
H 2.822937 -8.039941 2.071431 -0.376 -0.512 -0.010
H 1.694937 -7.859891 0.680485 0.107 0.089 0.258
H -0.678485 -6.209364 2.689717 -0.300 0.110 -0.252
H -0.757891 -7.636403 1.631028 0.050 -0.134 0.081
H 0.037336 -6.178794 1.036949 -0.167 0.292 0.009
C -1.715929 -3.624614 3.914310 -2.104 -0.501 -0.712
O -0.579845 -2.867268 3.734446 1.008 0.673 0.766
C 0.578753 -3.706076 3.749242 -0.999 -0.127 -0.543
C 1.831582 -2.912899 4.008133 0.388 -0.622 -0.584
O 2.091637 -2.011029 2.937286 -0.196 0.127 0.661
C 3.403035 -1.469283 3.081355 -0.697 1.211 0.372
C 3.413640 -0.062343 2.480348 0.802 -0.493 -1.072
O 2.639663 0.794860 3.270213 0.283 -1.028 0.508
C 2.277260 1.984671 2.636134 -0.071 0.043 2.143
H -1.760743 -4.283065 4.790212 0.752 -0.142 0.115
H -1.901253 -4.230261 3.005361 -0.196 0.141 0.395
H -2.590958 -2.974671 4.107805 0.467 -0.028 -0.623
H 0.574722 -4.260459 2.805118 0.611 0.336 -0.376
H 0.363384 -4.524269 4.439913 0.649 0.176 0.732
H 2.673148 -3.601400 4.040474 0.152 -0.637 -0.001
H 1.886259 -2.434811 4.984763 -0.536 0.457 0.079
H 4.105080 -2.146995 2.599247 0.405 0.090 -0.052
H 3.650394 -1.341944 4.156749 -0.039 -0.267 -0.453
H 3.046538 -0.071213 1.431159 -0.078 -0.162 0.483
H 4.477052 0.282210 2.396288 -0.489 -0.059 0.304
H 1.815392 2.558762 3.461446 -0.144 0.090 -0.826
H 1.664902 1.784364 1.806792 -1.229 -0.080 -1.151
H 3.132177 2.494636 2.295678 1.267 0.938 -0.513
C -6.608833 3.615411 -0.552769 0.124 0.564 -2.061
O -6.605033 3.053278 0.706584 0.730 -0.093 0.675
C -5.410969 3.392591 1.443826 -0.291 -0.115 -0.105
C -5.579136 2.838100 2.823485 0.400 -0.366 1.337
O -5.653578 1.396886 2.684473 -0.001 0.684 1.200
C -5.710626 0.776800 3.976817 0.391 0.156 -0.205
C -7.068736 0.873562 4.642943 -0.418 1.433 0.347
O -8.080225 0.137475 4.028709 0.573 -1.149 -0.163
C -8.748599 0.775053 2.964822 -0.645 0.355 1.167
H -5.771854 3.238631 -1.221937 -0.505 0.522 0.836
H -6.542812 4.732273 -0.492925 -0.016 -0.672 -0.180
H -7.534054 3.344809 -1.126686 0.531 0.208 0.856
H -5.267557 4.476554 1.496299 -0.204 0.091 -0.028
H -4.478283 2.990168 0.976518 -0.719 -0.063 0.096
H -6.428661 3.273746 3.428779 0.438 -0.602 -1.206
H -4.710724 3.133352 3.471486 -0.321 -0.378 -0.742
H -4.874771 1.126515 4.640885 -0.757 0.207 -0.500
H -5.530274 -0.277988 3.837673 0.151 -0.522 -0.387
H -7.443928 1.914261 4.606944 0.522 0.011 0.476
H -6.998971 0.573628 5.704420 -0.020 -0.001 -0.408
H -8.150920 1.312382 2.263630 1.071 -0.512 -0.975
H -9.292394 1.633284 3.373762 -0.832 -0.218 0.255
H -9.384045 -0.016294 2.576213 -0.144 0.489 -0.478
C -0.940990 -2.429056 7.080249 -0.286 -0.459 0.159
O -1.867982 -1.396025 7.317547 0.638 0.406 0.179
C -3.062281 -1.568228 6.628195 -0.100 -0.068 -0.419
C -3.920579 -0.351107 6.809131 -0.500 -0.487 0.979
O -4.397235 -0.201412 8.147368 -0.445 0.604 -0.698
C -5.472841 -1.068584 8.455305 1.622 -1.259 0.458
C -6.257407 -0.619427 9.637224 -1.712 -0.206 0.906
O -7.122940 0.461912 9.237783 0.555 -1.228 -0.904
C -7.927564 0.942899 10.261346 1.246 -0.053 1.336
H -0.012911 -2.133869 7.550286 0.334 0.108 -0.127
H -0.836687 -2.611322 6.004449 0.304 0.116 0.169
H -1.243925 -3.374189 7.554662 -0.185 0.070 -0.032
H -3.527558 -2.491241 6.984673 -0.389 -0.068 -0.135
H -2.904525 -1.663553 5.540686 0.188 -0.107 0.169
H -4.714564 -0.371100 6.067960 -0.520 -0.227 0.163
H -3.362064 0.530999 6.581049 0.643 0.616 0.026
H -4.984661 -2.070301 8.662389 -0.966 0.672 -0.063
H -6.179249 -1.166867 7.647159 -0.187 -0.070 -0.660
H -5.664966 -0.251094 10.484670 0.261 -0.263 -0.194
H -6.883255 -1.519974 10.015724 0.831 1.286 -0.567
H -7.367754 0.769096 11.204879 -0.597 0.284 -0.037
H -8.915964 0.517755 10.359013 -0.330 -0.483 -0.268
H -8.000025 1.997544 10.115790 -0.305 0.827 -0.016
C -3.808587 -4.524194 0.281146 -0.148 -0.391 0.707
O -2.473386 -4.638864 0.716874 1.226 0.686 -1.345
C -1.506775 -4.462584 -0.389791 -1.436 -1.469 1.094
C -1.449857 -5.682273 -1.294271 0.262 0.184 -0.058
O -2.550542 -5.752849 -2.177864 -0.191 -0.160 -0.661
C -2.987958 -7.091146 -2.434728 0.956 -0.328 1.063
C -1.962630 -8.087104 -3.021450 -0.894 0.078 2.075
O -1.586689 -7.711035 -4.267415 0.485 0.487 -1.718
C -0.672875 -8.615394 -4.887260 0.128 1.000 1.600
H -4.405108 -4.275126 1.169768 -0.006 -0.207 -0.257
H -4.093226 -5.492881 -0.130919 -0.557 0.198 -0.169
H -3.941202 -3.728187 -0.445848 -0.041 0.061 -0.301
H -0.591961 -4.373271 0.175435 0.565 0.455 -0.432
H -1.794545 -3.654934 -1.031801 0.059 1.136 0.029
H -1.520770 -6.517232 -0.614945 0.517 -0.729 0.137
H -0.515986 -5.652408 -1.897704 -0.220 -0.268 0.562
H -3.767603 -7.055393 -3.166821 -0.830 0.368 -0.072
H -3.312021 -7.491851 -1.433492 -0.118 -0.040 -0.986
H -2.473491 -9.058255 -3.060696 -0.085 -0.156 0.203
H -1.140624 -8.184365 -2.293858 0.303 -0.065 -0.330
H -0.364950 -8.130380 -5.791493 -0.056 -0.271 -0.748
H -1.076865 -9.617811 -4.945973 -0.265 -0.227 -0.516
H 0.195034 -8.657746 -4.229197 0.380 -0.230 -0.028
C -2.472486 -3.803577 -10.840652 -0.918 -1.488 -0.182
O -1.891418 -4.147509 -9.613430 0.442 -0.082 0.735
C -2.618188 -5.116740 -8.871178 0.500 -0.055 -0.340
C -2.065985 -5.297855 -7.469087 0.466 -1.316 -0.903
O -2.222265 -4.209026 -6.660984 0.009 1.221 0.089
C -1.943272 -4.420691 -5.283445 0.836 -0.884 -0.861
C -2.272861 -3.153191 -4.570061 0.543 0.256 0.893
O -1.159129 -2.227223 -4.548718 -0.808 -1.190 -0.196
C -1.221801 -1.363162 -3.448356 -0.444 0.890 -0.824
H -1.780255 -3.158353 -11.374917 -0.186 0.192 0.090
H -3.484403 -3.353004 -10.675295 0.738 -0.045 -0.330
H -2.615053 -4.753057 -11.446029 0.027 0.971 0.303
H -2.504477 -6.124348 -9.330418 -0.216 0.436 -0.108
H -3.664463 -4.835507 -8.874247 -0.465 -0.007 0.184
H -1.006896 -5.598141 -7.609518 -0.076 0.256 0.272
H -2.567796 -6.199227 -7.062066 -0.025 0.216 0.076
H -0.882028 -4.745565 -5.131727 -0.573 0.357 -0.082
H -2.566362 -5.269492 -5.000046 -0.130 0.067 0.648
H -2.470448 -3.384628 -3.500564 -0.495 0.042 -0.665
H -3.131138 -2.757776 -5.141846 0.115 0.342 0.716
H -0.380527 -0.719017 -3.607187 0.462 0.627 0.188
H -1.167798 -1.762897 -2.452420 0.163 -0.947 0.314
H -2.132219 -0.751965 -3.439231 -0.129 0.072 -0.211
C 6.510297 0.857876 -3.628637 0.571 -0.743 0.954
O 6.959444 0.916706 -4.937544 0.933 -0.067 -1.282
C 7.928772 -0.078540 -5.255628 -0.003 -0.276 1.708
C 9.358478 0.063479 -4.657744 -0.408 0.390 -0.248
O 9.484109 -0.142979 -3.267313 -2.047 -0.444 0.205
C 10.769582 -0.248119 -2.766924 0.909 1.234 -1.717
C 10.858038 -0.472438 -1.311255 -0.564 0.596 0.683
O 10.435868 -1.750519 -0.928591 0.451 -0.386 0.159
C 10.988039 -2.186684 0.317906 -1.067 0.280 -0.237
H 7.375039 0.792765 -2.963862 -0.140 0.355 0.272
H 5.913522 -0.041994 -3.402172 -0.179 0.199 -0.323
H 5.961339 1.759377 -3.448079 -0.414 0.404 0.297
H 8.096463 -0.007287 -6.312994 -0.202 -0.229 -0.609
H 7.502326 -1.046643 -4.933361 0.275 0.023 -0.448
H 9.697585 1.060885 -4.921727 0.241 0.478 0.054
H 10.001790 -0.626025 -5.211721 0.008 -0.284 0.008
H 11.251954 0.748333 -2.934154 0.173 -0.545 0.021
H 11.303957 -0.992093 -3.363124 0.333 -0.208 0.204
H 10.241151 0.329319 -0.830355 0.391 -0.495 0.052
H 11.914093 -0.294296 -1.073833 -0.030 -0.106 0.305
H 12.054831 -1.963139 0.360684 0.022 -0.097 0.151
H 10.786713 -3.255496 0.378517 0.277 -0.019 -0.048
H 10.426338 -1.718815 1.145156 0.473 0.046 -0.112
C 4.290730 9.428095 -9.032367 -0.876 -1.048 -0.865
O 3.572274 8.219758 -9.136520 -1.328 -1.319 0.510
C 2.191205 8.266545 -8.696555 0.634 0.969 0.829
C 1.972911 8.461090 -7.140678 1.425 -0.014 -0.973
O 1.914580 7.349749 -6.290009 0.139 -1.053 0.339
C 3.105085 6.523883 -6.147144 -1.896 -0.813 -0.087
C 2.800191 5.329695 -5.140742 0.284 1.833 0.494
O 3.760575 4.361344 -5.411703 -0.094 -0.434 -0.603
C 3.464682 3.142262 -4.762513 0.568 -0.212 -0.180
H 3.687076 10.152333 -9.567874 -0.016 0.939 0.340
H 5.151016 9.241910 -9.679424 0.431 0.318 0.756
H 4.444354 9.623823 -7.973341 0.627 0.665 -0.231
H 1.703395 7.381845 -9.100099 -0.024 0.031 0.044
H 1.748948 9.200676 -9.100069 -0.027 -0.479 -0.242
H 1.065162 9.049840 -6.983915 0.031 -0.271 0.022
H 2.837443 9.081498 -6.855852 -0.233 0.188 0.235
H 3.921792 7.121408 -5.770726 0.418 0.206 0.011
H 3.338708 6.069840 -7.126537 0.182 0.221 0.435
H 1.785460 4.909448 -5.211237 0.089 0.367 -0.401
H 2.909053 5.690077 -4.054217 -0.154 -0.286 -1.177
H 4.299023 2.455751 -5.005978 -0.648 0.201 0.058
H 2.470269 2.704667 -5.040071 0.736 0.408 0.089
H 3.503225 3.368582 -3.703234 -0.265 -0.433 0.618
C -7.336768 5.857592 3.468601 0.417 -1.287 -0.932
O -6.068328 5.555521 3.983337 0.695 1.787 0.080
C -5.222225 6.655330 3.643403 1.455 -0.742 -0.379
C -3.799022 6.353200 4.147677 0.254 0.949 0.165
O -3.307639 5.165333 3.572489 -0.249 -0.021 0.058
C -2.021714 4.795914 4.022959 1.364 0.299 -1.596
C -1.411023 3.903455 2.917980 0.186 -0.542 0.869
O -0.969923 4.670109 1.803995 -0.970 -0.133 1.245
C -0.747905 3.823820 0.715915 -0.441 0.326 -0.216
H -7.963027 5.082574 3.847375 -0.810 -0.586 -0.108
H -7.264561 5.840908 2.366439 -0.436 -0.051 0.201
H -7.737535 6.790452 3.776647 -0.172 1.144 0.478
H -5.621994 7.629493 3.986481 0.263 -0.478 0.277
H -5.105383 6.751003 2.547754 -0.424 -0.185 0.056
H -3.825829 6.252010 5.241723 0.120 0.140 -0.039
H -3.081771 7.181406 3.847588 -0.929 -0.520 0.509
H -1.992923 4.291122 4.970481 -0.499 -0.581 0.592
H -1.338818 5.661665 4.180192 -0.508 -0.080 -0.338
H -2.186371 3.152738 2.609504 0.515 0.611 0.088
H -0.525663 3.315390 3.311462 -0.812 0.566 -0.127
H -1.579643 3.120975 0.543942 0.071 0.199 0.009
H 0.149151 3.248264 0.884217 0.561 -0.323 -0.280
H -0.666055 4.526872 -0.099221 0.316 -0.300 -0.707